(1)
Computed, not measured: a structure of composition C24H27ClCsN4O6, with ωB97M-V/def2-TZVPD.

XYZ file:
```
63
Properties=species:S:1:pos:R:3:forces:R:3
Cs 1.059 -2.770 -3.939 -0.041 -0.389 0.457
C -1.674 1.490 3.674 -0.015 0.072 -0.058
C -2.021 2.216 2.403 0.012 -0.036 0.067
C -2.742 3.402 2.426 0.012 -0.027 -0.057
C -3.065 4.076 1.257 0.044 -0.054 -0.088
C -2.648 3.554 0.040 -0.053 0.066 0.127
C -1.922 2.375 -0.007 0.029 0.013 -0.106
C -1.610 1.699 1.166 -0.004 -0.057 0.091
N -0.893 0.481 1.166 0.090 0.044 -0.092
C -0.154 0.130 0.007 0.027 0.053 0.081
N -0.861 -0.470 -1.012 0.337 -0.153 0.033
C -1.504 -1.763 -0.720 -0.143 -0.036 -0.104
C -0.742 -2.886 -1.059 0.216 0.010 -0.090
C -1.382 -4.112 -0.831 -0.100 0.132 0.174
C -2.654 -4.203 -0.269 -0.001 -0.058 -0.099
C -3.367 -3.049 0.009 0.066 -0.086 0.005
C -2.815 -1.795 -0.242 -0.059 0.046 0.041
C -3.661 -0.569 -0.030 0.035 -0.041 0.023
N 1.098 0.352 -0.123 -0.082 -0.114 -0.112
C 1.831 1.015 0.869 -0.034 -0.046 0.063
C 2.249 0.320 2.004 0.017 -0.012 0.058
C 3.027 0.938 2.973 -0.014 0.032 -0.035
C 3.406 2.261 2.807 -0.053 -0.057 -0.056
C 3.006 2.945 1.666 0.015 -0.043 0.029
C 2.226 2.345 0.685 -0.012 0.094 -0.034
C 1.796 3.096 -0.543 0.023 0.004 0.059
H -2.123 1.988 4.533 0.002 -0.017 0.004
H -0.592 1.462 3.837 0.038 0.000 0.014
H -2.025 0.457 3.647 -0.023 -0.039 0.004
H -3.059 3.800 3.382 -0.002 0.002 0.031
H -3.633 4.996 1.297 -0.013 0.026 -0.007
H -2.885 4.064 -0.883 -0.013 0.027 -0.041
H -1.604 1.968 -0.957 -0.010 0.004 -0.008
H -0.299 0.417 1.981 0.017 -0.019 0.046
H -0.162 -0.688 -1.724 -0.277 0.226 0.037
H -0.877 -5.043 -1.084 0.049 -0.051 0.031
H -3.108 -5.171 -0.079 -0.012 -0.035 -0.007
H -4.377 -3.115 0.400 -0.021 0.025 -0.003
H -4.717 -0.831 -0.091 -0.023 0.007 -0.008
H -3.446 0.186 -0.783 0.014 0.061 -0.030
H -3.485 -0.113 0.946 -0.004 0.008 0.006
H 1.965 -0.723 2.102 -0.009 0.020 0.012
H 3.343 0.383 3.848 0.003 -0.019 0.024
H 4.016 2.755 3.551 0.027 0.020 0.031
H 3.313 3.975 1.528 0.006 0.051 -0.018
H 2.433 3.965 -0.705 -0.002 0.016 -0.009
H 0.766 3.445 -0.445 -0.038 -0.011 -0.004
H 1.834 2.455 -1.423 0.013 -0.017 -0.027
O -0.153 -1.315 -6.161 -0.187 0.148 -0.219
Cl 0.884 -0.292 -6.148 -0.112 0.382 -0.164
O 0.602 0.646 -5.084 0.019 -0.152 -0.254
O 0.959 0.370 -7.422 -0.075 -0.186 0.396
O 2.134 -0.968 -5.854 0.373 0.194 -0.237
N 2.081 -3.312 0.266 0.104 -0.212 -0.198
C 2.967 -2.403 -0.445 0.098 0.105 0.006
C 3.605 -3.078 -1.658 -0.395 0.041 0.026
O 4.311 -2.521 -2.454 0.173 0.108 -0.046
O 3.211 -4.348 -1.837 0.017 -0.083 0.157
H 1.110 -3.188 -0.063 0.016 0.105 0.060
H 2.145 -3.216 1.269 -0.064 0.004 -0.072
H 2.657 -4.532 -1.039 -0.053 -0.032 0.094
H 3.777 -2.041 0.191 -0.013 -0.026 -0.021
H 2.447 -1.511 -0.817 0.067 -0.038 0.016
```
Positions in Å, forces in eV/Å.

Values from the calculation:
charge = -1

(2)
Computed, not measured: an isolated molecule of C24H27FN2O3, with ωB97M-V/def2-TZVPD.

XYZ file:
```
57
Properties=species:S:1:pos:R:3:forces:R:3
C 0.544 -3.652 1.789 -0.075 0.182 0.200
H 1.483 -3.166 2.074 -0.025 0.003 -0.016
O 0.720 -4.504 0.680 0.079 -0.211 -0.314
C 1.003 -3.946 -0.525 0.024 -0.022 -0.188
C 1.284 -2.599 -0.721 -0.010 -0.080 0.215
C 1.509 -2.107 -2.001 -0.059 -0.155 -0.130
C 1.486 -2.972 -3.085 0.037 0.199 0.041
C 1.248 -4.322 -2.886 -0.001 -0.032 0.071
C 0.999 -4.810 -1.621 -0.009 -0.011 0.203
H 0.793 -5.855 -1.451 -0.041 -0.132 0.019
H 1.242 -4.996 -3.730 -0.012 -0.075 -0.068
H 1.660 -2.591 -4.080 -0.002 0.055 -0.128
C 1.782 -0.641 -2.226 0.306 0.034 -0.146
N 1.227 0.210 -1.194 -0.083 -0.367 -0.247
C 2.017 1.026 -0.474 -0.007 0.379 0.429
O 3.212 1.153 -0.645 0.262 0.134 0.007
C 1.255 1.804 0.598 0.323 0.254 -0.222
N 0.287 0.977 1.282 0.155 0.105 0.249
C -0.448 0.102 0.581 0.146 -0.174 -0.615
O -1.249 -0.682 1.054 -0.363 -0.209 0.097
C -0.192 0.167 -0.936 -0.339 -0.073 0.193
C -0.962 1.341 -1.511 -0.033 0.066 -0.150
C -0.355 2.303 -2.307 -0.131 -0.149 0.075
C -1.089 3.362 -2.814 -0.251 0.149 -0.036
C -2.435 3.446 -2.510 0.124 -0.092 0.032
C -3.065 2.499 -1.721 -0.014 0.184 -0.120
C -2.320 1.446 -1.226 0.119 0.067 -0.088
H -2.791 0.696 -0.609 -0.081 -0.093 0.091
H -4.117 2.593 -1.505 -0.115 0.034 0.009
F -3.153 4.478 -2.996 0.038 -0.070 0.033
H -0.630 4.114 -3.435 0.016 0.097 -0.065
H 0.697 2.233 -2.542 0.106 -0.017 -0.017
H -0.592 -0.759 -1.364 0.124 0.130 0.224
C 0.123 1.129 2.728 -0.373 -0.351 0.116
C 0.535 -0.140 3.476 0.207 0.205 0.152
C 0.421 0.084 4.980 -0.176 -0.199 -0.068
C -1.004 0.481 5.352 0.192 0.246 0.115
C -1.423 1.738 4.595 -0.162 -0.198 -0.075
C -1.312 1.514 3.090 0.127 0.233 0.144
H -1.596 2.420 2.548 -0.019 -0.005 -0.056
H -1.983 0.710 2.788 -0.005 0.028 -0.041
H -2.450 2.002 4.850 0.014 0.091 0.028
H -0.780 2.572 4.889 -0.001 0.083 0.065
H -1.073 0.655 6.428 -0.062 -0.065 0.026
H -1.682 -0.335 5.098 -0.073 -0.071 0.034
H 0.704 -0.829 5.508 0.084 0.031 0.046
H 1.112 0.875 5.286 0.069 0.019 0.072
H -0.124 -0.955 3.177 0.011 -0.021 -0.063
H 1.560 -0.407 3.208 0.020 -0.038 -0.058
H 0.786 1.946 3.032 -0.029 -0.051 -0.056
H 1.990 2.178 1.313 -0.082 -0.112 -0.139
H 0.768 2.667 0.122 0.133 -0.026 0.050
H 1.383 -0.340 -3.202 0.073 -0.035 0.042
H 2.862 -0.455 -2.223 -0.204 0.021 -0.076
H 1.326 -1.923 0.118 -0.045 0.050 0.111
H 0.214 -4.295 2.603 0.038 0.067 -0.012
H -0.219 -2.893 1.591 0.056 -0.012 0.005
```
Positions in Å, forces in eV/Å.

Values from the calculation:
structure (SMILES) = COc1cccc(CN2C(=O)CN(C3CCCCC3)C(=O)[C@H]2c2ccc(F)cc2)c1

It is found that the Kohn-Sham gap values, taken in the order of the records, are 6.700; 9.189 eV.
It is found that the LUMO energy values, taken in the order of the records, are 2.0; 0.7 eV.
It is found that the relative energy (zero: lowest compared OMol25 entry of this formula, charge and spin) values, taken in the order of the records, are 0.0; 0.0 kcal/mol.